Version P
ORCA calculation (ωB97M-V/def2-TZVPD) on 15 unconnected molecules or ions with the total composition C30H90O15.

Structure (XYZ):
```
135
Properties=species:S:1:pos:R:3:mulliken_charge:R:1
C -9.99 -14.48 16.36 -0.90
C -9.97 -15.16 17.68 -0.23
O -8.69 -15.34 18.20 -0.51
H -10.98 -14.29 15.94 0.32
H -9.47 -15.11 15.65 0.27
H -9.49 -13.51 16.40 0.24
H -10.51 -16.10 17.55 0.26
H -10.44 -14.60 18.49 0.26
H -8.28 -16.09 17.75 0.30
C 1.84 -8.73 17.10 -0.88
C 0.52 -9.43 17.22 -0.30
O -0.05 -9.50 15.93 -0.49
H 2.32 -8.60 18.06 0.32
H 1.67 -7.73 16.70 0.28
H 2.53 -9.35 16.52 0.24
H -0.09 -8.85 17.92 0.24
H 0.54 -10.45 17.61 0.29
H -0.41 -8.62 15.81 0.29
C -7.74 -9.45 19.90 -0.92
C -6.44 -10.06 19.39 -0.22
O -5.97 -11.07 20.30 -0.53
H -7.75 -9.26 20.98 0.29
H -8.53 -10.19 19.81 0.25
H -8.05 -8.57 19.34 0.30
H -5.67 -9.29 19.31 0.26
H -6.55 -10.60 18.45 0.25
H -6.51 -11.83 20.04 0.31
C -6.65 -15.29 6.22 -0.92
C -7.03 -14.33 7.38 -0.28
O -8.46 -14.26 7.56 -0.49
H -5.58 -15.39 6.02 0.31
H -7.14 -14.93 5.31 0.25
H -7.08 -16.26 6.47 0.30
H -6.71 -13.32 7.16 0.28
H -6.52 -14.67 8.28 0.25
H -8.64 -15.17 7.81 0.30
C -13.01 -5.00 16.75 -1.01
C -12.16 -5.41 15.56 -0.18
O -11.77 -6.70 15.58 -0.51
H -13.96 -5.54 16.75 0.28
H -13.23 -3.94 16.79 0.33
H -12.47 -5.17 17.68 0.27
H -11.21 -4.89 15.70 0.25
H -12.57 -5.10 14.60 0.24
H -10.82 -6.71 15.42 0.34
C 0.16 -9.21 8.52 -0.98
C 1.35 -8.27 8.54 -0.18
O 1.93 -8.23 7.24 -0.52
H -0.15 -9.26 9.57 0.31
H 0.53 -10.22 8.34 0.28
H -0.65 -8.91 7.86 0.29
H 2.13 -8.54 9.25 0.25
H 0.97 -7.27 8.78 0.26
H 2.30 -7.36 7.08 0.30
C -7.15 -9.73 1.61 -1.10
C -7.28 -11.04 0.82 -0.09
O -7.07 -10.70 -0.55 -0.51
H -7.97 -9.03 1.47 0.29
H -6.28 -9.13 1.36 0.31
H -7.13 -9.89 2.69 0.33
H -8.28 -11.48 0.85 0.25
H -6.59 -11.74 1.29 0.20
H -7.66 -11.27 -1.04 0.31
C -15.62 -3.96 9.40 -1.09
C -15.30 -5.39 9.02 -0.14
O -14.22 -5.24 8.07 -0.51
H -16.30 -3.87 10.24 0.35
H -16.05 -3.40 8.57 0.28
H -14.68 -3.51 9.70 0.28
H -16.12 -5.84 8.45 0.25
H -15.08 -5.94 9.94 0.28
H -13.86 -6.12 7.97 0.28
C -2.91 -15.07 14.31 -0.94
C -2.02 -14.69 13.10 -0.23
O -0.72 -14.32 13.59 -0.52
H -3.86 -15.45 13.95 0.31
H -3.11 -14.15 14.86 0.27
H -2.52 -15.78 15.03 0.28
H -2.53 -13.85 12.64 0.22
H -2.00 -15.52 12.40 0.31
H -0.74 -13.44 13.98 0.31
C -13.49 -9.93 3.03 -0.97
C -12.99 -10.82 4.14 -0.20
O -12.09 -10.22 4.99 -0.52
H -12.70 -9.31 2.61 0.29
H -14.22 -9.28 3.50 0.25
H -13.94 -10.56 2.26 0.31
H -12.42 -11.64 3.71 0.27
H -13.82 -11.28 4.68 0.25
H -11.57 -10.96 5.32 0.32
C -2.85 -2.67 12.68 -0.95
C -1.98 -3.91 12.83 -0.29
O -2.31 -4.48 14.07 -0.51
H -2.48 -2.26 11.74 0.31
H -2.63 -1.88 13.40 0.33
H -3.92 -2.84 12.56 0.26
H -0.92 -3.63 12.84 0.24
H -2.14 -4.60 12.00 0.30
H -2.04 -3.86 14.75 0.30
C -7.57 -7.48 11.02 -0.92
C -6.67 -8.18 12.11 -0.26
O -6.75 -7.51 13.34 -0.50
H -8.59 -7.72 11.30 0.23
H -7.42 -7.73 9.97 0.34
H -7.37 -6.41 10.99 0.27
H -5.65 -8.05 11.76 0.28
H -6.88 -9.24 12.22 0.24
H -5.88 -7.11 13.47 0.32
C -8.35 0.19 4.97 -0.94
C -9.36 -0.52 5.90 -0.18
O -9.96 -1.60 5.18 -0.51
H -8.87 0.94 4.38 0.24
H -7.96 -0.62 4.35 0.27
H -7.56 0.75 5.46 0.32
H -10.08 0.25 6.16 0.23
H -8.84 -0.81 6.82 0.28
H -10.62 -2.04 5.72 0.29
C -14.77 -11.54 11.48 -0.96
C -15.68 -11.31 12.72 -0.19
O -17.02 -11.36 12.31 -0.52
H -14.98 -12.51 11.02 0.28
H -13.73 -11.43 11.79 0.32
H -14.94 -10.74 10.76 0.25
H -15.49 -10.34 13.19 0.28
H -15.54 -12.08 13.48 0.23
H -17.55 -10.82 12.91 0.30
C -4.10 -2.91 19.57 -0.99
C -2.62 -2.92 19.96 -0.19
O -1.81 -2.72 18.79 -0.52
H -4.27 -3.81 18.99 0.25
H -4.43 -2.05 18.98 0.30
H -4.72 -2.98 20.46 0.33
H -2.36 -3.91 20.34 0.24
H -2.32 -2.20 20.72 0.30
H -0.89 -2.75 19.07 0.29
```

Properties
HOMO level   -0.3726 Ha

---

Version Q
ORCA calculation (ωB97M-V/def2-TZVPD) on 15 unconnected molecules or ions with the total composition C30H90O15.

Structure (XYZ):
```
135
Properties=species:S:1:pos:R:3:mulliken_charge:R:1
C -0.86 30.86 8.21 -1.22
C -0.77 29.52 7.52 0.73
O -0.34 28.56 8.46 -0.54
H 0.13 31.14 8.58 0.39
H -1.57 30.78 9.04 0.13
H -1.20 31.67 7.57 0.28
H -0.05 29.53 6.70 0.34
H -1.75 29.24 7.09 -0.24
H -0.41 27.66 8.07 0.23
C -2.23 23.34 1.63 -1.04
C -3.63 23.48 1.08 0.10
O -4.60 23.47 2.11 -0.37
H -1.54 23.40 0.79 0.46
H -2.13 22.37 2.13 0.26
H -1.97 24.15 2.31 0.08
H -3.81 22.61 0.43 0.38
H -3.74 24.33 0.41 -0.04
H -5.48 23.52 1.66 0.00
C 0.85 22.59 5.64 -1.44
C -0.50 22.95 5.03 0.42
O -1.04 24.08 5.71 -0.31
H 1.20 21.66 5.18 0.46
H 0.76 22.43 6.70 0.28
H 1.58 23.36 5.36 0.27
H -1.20 22.11 5.15 0.09
H -0.38 23.17 3.97 0.09
H -1.94 24.26 5.34 -0.08
C -3.47 23.70 8.00 0.90
C -4.55 22.81 8.59 -0.77
O -5.70 22.79 7.74 -0.39
H -3.12 23.36 7.03 -0.20
H -2.60 23.79 8.66 0.26
H -3.86 24.72 7.93 -0.71
H -4.88 23.17 9.57 0.34
H -4.20 21.78 8.77 0.29
H -5.62 22.02 7.15 0.25
C -7.11 25.71 7.47 -0.78
C -6.97 27.20 7.18 0.10
O -6.87 27.44 5.77 -0.56
H -8.01 25.33 6.97 0.28
H -7.21 25.49 8.53 0.45
H -6.27 25.13 7.09 -0.06
H -6.04 27.57 7.60 -0.26
H -7.81 27.73 7.63 0.42
H -7.69 27.18 5.32 0.22
C -7.18 25.98 1.36 0.05
C -7.10 25.05 0.15 -0.67
O -6.97 23.66 0.59 -0.59
H -8.10 25.74 1.89 0.27
H -7.28 27.01 1.00 0.44
H -6.36 25.80 2.05 -0.35
H -6.22 25.21 -0.46 0.18
H -8.02 25.15 -0.43 0.45
H -7.84 23.31 0.80 0.30
C -3.29 27.40 9.22 0.26
C -3.31 28.21 10.47 -0.45
O -4.60 28.83 10.59 -0.56
H -4.13 26.70 9.25 0.31
H -2.36 26.88 9.08 0.02
H -3.45 28.05 8.35 -0.40
H -2.51 28.97 10.47 0.24
H -3.09 27.63 11.38 0.33
H -4.59 29.54 11.24 0.29
C -7.71 23.83 4.12 0.39
C -8.42 22.76 4.91 -0.45
O -9.45 22.20 4.09 -0.57
H -6.98 24.42 4.68 -0.32
H -8.42 24.53 3.67 0.29
H -7.17 23.35 3.30 -0.14
H -8.82 23.12 5.87 0.45
H -7.71 21.96 5.15 0.02
H -10.17 21.86 4.61 0.30
C -3.50 26.91 5.42 -0.31
C -3.99 25.98 4.34 0.64
O -3.53 24.64 4.53 0.48
H -2.41 26.93 5.39 0.63
H -3.75 26.60 6.44 -0.57
H -3.92 27.90 5.23 -0.13
H -3.61 26.38 3.39 0.09
H -5.08 25.95 4.26 -0.31
H -3.90 24.14 3.77 -0.48
C -1.96 31.08 4.53 -0.30
C -1.86 31.38 3.05 -0.32
O -1.29 30.27 2.37 -0.58
H -2.47 30.13 4.70 -0.24
H -2.41 31.90 5.09 0.32
H -0.94 30.93 4.90 0.27
H -1.22 32.26 2.89 0.34
H -2.85 31.59 2.62 0.14
H -1.89 29.93 1.68 0.43
C 0.91 24.62 8.90 -0.86
C 1.25 25.69 7.86 -0.22
O 0.05 26.16 7.22 -0.40
H 1.78 24.03 9.19 0.37
H 0.20 23.92 8.46 -0.05
H 0.44 25.09 9.76 0.33
H 1.92 25.28 7.10 0.28
H 1.73 26.55 8.31 0.41
H -0.27 25.41 6.66 0.33
C -5.99 30.72 2.17 -1.46
C -5.74 29.52 3.05 1.11
O -6.23 29.80 4.37 -0.53
H -7.06 30.91 2.02 0.41
H -5.54 30.60 1.18 0.27
H -5.59 31.61 2.65 0.34
H -4.65 29.33 3.12 -0.04
H -6.09 28.57 2.62 -0.34
H -6.46 28.94 4.79 0.41
C -4.77 20.92 4.35 -0.18
C -4.65 19.90 5.46 -0.51
O -5.58 20.22 6.52 -0.55
H -5.80 21.12 4.08 0.08
H -4.20 20.57 3.49 0.37
H -4.35 21.89 4.65 -0.19
H -3.63 19.91 5.85 0.29
H -4.86 18.89 5.08 0.36
H -5.37 19.68 7.29 0.26
C -3.63 27.55 -1.04 -1.30
C -3.75 28.26 0.30 0.69
O -2.99 29.47 0.34 -0.55
H -4.24 28.03 -1.80 0.41
H -3.98 26.52 -0.91 0.16
H -2.58 27.49 -1.33 0.38
H -3.41 27.60 1.10 -0.04
H -4.80 28.50 0.52 -0.13
H -3.25 30.06 -0.37 0.26
C -4.57 32.00 8.53 -1.53
C -4.93 31.00 7.46 1.00
O -5.28 31.72 6.28 -0.61
H -5.44 32.61 8.79 0.42
H -3.76 32.66 8.26 0.33
H -4.32 31.50 9.48 0.23
H -5.80 30.42 7.82 0.09
H -4.11 30.30 7.28 -0.26
H -5.49 31.07 5.58 0.44
```

Properties
HOMO level   -0.3329 Ha

---

Referenced to the most stable arrangement, the calculated values in kcal/mol are version P 127.3; version Q 0.0.

---

Version P
ORCA calculation (ωB97M-V/def2-TZVPD) on 2 unconnected molecules or ions with the total composition C4H13NOS.

Structure (XYZ):
```
20
Properties=species:S:1:pos:R:3:mulliken_charge:R:1
C 2.13 0.46 -1.46 -1.30
C 0.91 -0.01 -0.75 0.55
C -0.34 0.94 -0.98 -0.58
C -1.76 0.48 -1.15 -0.82
S -2.66 0.25 0.49 -0.22
N 0.95 -0.08 0.84 -0.62
H 2.78 1.17 -0.89 0.28
H 1.75 1.03 -2.39 0.27
H 2.72 -0.32 -1.68 0.40
H 0.89 -1.09 -1.08 0.32
H -0.33 1.88 -0.17 0.21
H -0.12 1.45 -2.06 0.24
H -2.27 1.26 -1.76 0.35
H -1.74 -0.40 -1.73 0.38
H -1.76 -0.48 1.17 0.08
H 1.63 -0.78 1.13 0.23
H 1.37 0.77 1.16 0.22
H -1.08 -2.78 3.34 0.30
H -1.58 -1.37 3.90 0.33
O -1.48 -2.37 4.06 -0.63
```

Properties
HOMO level   -0.3287 Ha
SMILES   C[C@@H](N)CCS.O

---

Version Q
ORCA calculation (ωB97M-V/def2-TZVPD) on 2 unconnected molecules or ions with the total composition C4H13NOS.

Structure (XYZ):
```
20
Properties=species:S:1:pos:R:3:mulliken_charge:R:1
C 0.28 0.56 0.89 -0.39
C -1.10 1.06 0.41 -0.77
C -1.50 2.43 0.90 -0.74
S -0.39 3.81 0.46 -0.23
C 0.50 -0.93 0.77 -0.55
N 1.28 -1.39 -0.38 -0.45
H 0.29 0.89 1.89 0.32
H 1.02 1.16 0.37 0.35
H -1.82 0.36 0.81 0.39
H -1.24 1.00 -0.67 0.30
H -1.61 2.46 1.99 0.36
H -2.47 2.67 0.51 0.41
H 0.05 3.27 -0.68 0.09
H -0.46 -1.44 0.75 0.36
H 1.00 -1.29 1.67 0.21
H 1.89 -0.75 -0.86 0.20
H 0.71 -2.02 -0.91 0.15
H 0.42 -4.03 -2.45 0.31
H 1.82 -3.54 -2.93 0.32
O 1.33 -4.27 -2.53 -0.63
```

Properties
HOMO level   -0.3281 Ha
SMILES   NCCCCS.O

---

Referenced to the most stable arrangement, the calculated values in kcal/mol are version P 26.1; version Q 0.0.

---

Version P
ORCA calculation (ωB97M-V/def2-TZVPD) on 2 unconnected molecules or ions with the total composition C4H13NOS.

Structure (XYZ):
```
20
Properties=species:S:1:pos:R:3:mulliken_charge:R:1
C 1.63 -0.29 0.09 -0.39
C 1.03 -0.51 1.47 -0.69
S 0.97 0.92 2.56 -0.19
C 0.83 0.72 -0.72 -0.84
N -0.59 0.32 -0.75 -0.23
C -1.31 0.92 -1.86 -0.93
H 2.63 0.12 0.25 0.27
H 1.65 -1.21 -0.48 0.33
H 1.63 -1.28 1.96 0.36
H 0.07 -1.00 1.42 0.23
H 2.24 0.79 2.97 0.12
H 1.00 1.70 -0.26 0.35
H 1.19 0.76 -1.75 0.46
H -0.99 0.72 0.09 0.26
H -0.67 1.16 -2.70 0.31
H -1.83 1.87 -1.65 0.32
H -2.12 0.30 -2.25 0.26
H -2.97 -2.59 0.74 0.31
H -1.94 -1.60 0.04 0.33
O -2.42 -1.81 0.85 -0.64
```

Properties
HOMO level   -0.3299 Ha
SMILES   CNCCCS.O

---

Version Q
ORCA calculation (ωB97M-V/def2-TZVPD) on 2 unconnected molecules or ions with the total composition C4H13NOS.

Structure (XYZ):
```
20
Properties=species:S:1:pos:R:3:mulliken_charge:R:1
C -0.73 -0.72 -1.50 -0.34
N -1.40 0.24 -0.57 -0.14
C -1.06 1.58 -0.69 -1.05
C 0.37 2.03 -0.34 -0.47
S 1.24 1.54 1.11 -0.21
C -1.87 -1.70 -2.17 -0.98
H -0.23 -0.15 -2.41 0.31
H -0.08 -1.45 -0.96 0.25
H -1.57 0.08 0.42 0.24
H -1.64 2.21 -0.04 0.44
H -1.13 1.86 -1.76 0.35
H 0.92 1.64 -1.09 0.29
H 0.38 3.16 -0.48 0.39
H 0.06 1.53 1.83 0.08
H -1.98 -2.67 -1.60 0.23
H -2.80 -1.12 -2.11 0.30
H -1.76 -2.01 -3.20 0.31
H 1.11 -3.91 2.56 0.31
H 2.38 -3.96 3.28 0.30
O 2.01 -3.58 2.50 -0.62
```

Properties
HOMO level   -0.3101 Ha
SMILES   CCNCCS.O

---

Referenced to the most stable arrangement, the calculated values in kcal/mol are version P 0.0; version Q 29.6.

---

Version P
ORCA calculation (ωB97M-V/def2-TZVPD) on C4H8S4 in the gas phase.

Structure (XYZ):
```
16
Properties=species:S:1:pos:R:3:mulliken_charge:R:1
C -2.54 -1.88 -0.06 -0.94
C -1.66 0.78 -0.26 0.19
C 1.07 1.26 0.16 -0.50
C 2.46 0.71 0.52 -0.80
H -1.83 -2.25 -0.81 0.33
H -3.47 -2.46 -0.13 0.31
H -2.13 -1.96 0.94 0.34
H 0.78 2.02 0.88 0.44
H 1.13 1.71 -0.85 0.39
H 2.40 0.04 1.40 0.35
H 3.18 1.54 0.69 0.35
H 2.32 -1.31 -0.90 0.10
S -3.06 -0.22 -0.42 0.04
S -1.72 2.39 -0.49 -0.28
S -0.17 -0.05 0.12 -0.15
S 3.22 -0.32 -0.82 -0.18
```

Properties
HOMO level   -0.3184 Ha

---

Version Q
ORCA calculation (ωB97M-V/def2-TZVPD) on a molecular structure, C4H8S4.

Structure (XYZ):
```
16
Properties=species:S:1:pos:R:3:mulliken_charge:R:1
C -0.68 2.23 1.99 -0.54
C -0.18 1.29 -0.28 -0.85
C -0.26 -2.70 -1.27 -0.83
C 0.23 -0.22 -0.40 -0.03
S -1.70 1.37 0.75 -0.08
S 0.79 2.38 0.92 -0.11
S 2.00 -0.40 -1.12 -0.21
S -0.99 -1.04 -1.40 -0.03
H -0.97 3.23 2.38 0.37
H -0.26 1.59 2.88 0.23
H -0.32 1.89 -1.09 0.68
H -0.91 -3.58 -1.72 0.30
H -0.26 -3.01 -0.24 0.29
H 0.81 -2.78 -1.75 0.27
H 0.02 -0.66 0.58 0.39
H 2.68 0.43 -0.23 0.14
```

Properties
HOMO level   -0.3302 Ha

---

Referenced to the most stable arrangement, the calculated values in kcal/mol are version P 0.0; version Q 32.8.

---

Version P
ORCA calculation (ωB97M-V/def2-TZVPD) on 2 unconnected molecules or ions with the total composition C2H3O3.

Structure (XYZ):
```
8
Properties=species:S:1:pos:R:3:mulliken_charge:R:1
C 1.55 0.03 0.03 0.09
C -1.26 0.48 -0.08 -0.78
O 1.37 -1.13 0.06 -0.37
O 2.11 1.07 0.16 -0.18
O -1.33 -0.89 0.14 -0.52
H -0.93 0.82 -1.13 0.16
H -1.13 1.11 0.74 0.25
H -0.39 -1.48 0.08 0.34
```

Properties
Net charge   -1
HOMO level (spin up / spin down)   -0.0306 / -0.0261 Ha

---

Version Q
ORCA calculation (ωB97M-V/def2-TZVPD) on a molecular structure, C2H3O3.

Structure (XYZ):
```
8
Properties=species:S:1:pos:R:3:mulliken_charge:R:1
C -1.19 -0.21 0.36 0.53
C 1.11 0.12 -0.18 -0.53
O -2.76 0.54 -0.07 -0.85
O -1.11 -1.38 0.79 -0.59
O -0.21 0.60 0.06 -0.24
H 1.35 0.51 -1.23 0.17
H 1.06 -1.00 -0.14 0.32
H 1.74 0.82 0.42 0.19
```

Properties
Net charge   -1
HOMO level   -0.1041 Ha

---

Referenced to the most stable arrangement, the calculated values in kcal/mol are version P 0.0; version Q 7.1.